*i*
Here is the molecule CH3N3O from the Open Molecules 2025 dataset. Energies are from the ωB97M-V functional and the def2-TZVPD basis.

Structure (ORCA input):
```
! RIJCOSX wB97M-V def2-TZVPD def2/J DEFGRID3
* xyz 0 1
O -2.60 0.02 0.08
C -1.43 0.01 -0.09
N -0.34 1.03 -0.19
N 0.61 -0.03 0.06
N -0.56 -1.03 -0.11
H -0.58 1.70 0.51
H 1.19 -0.01 -0.72
H -0.51 -1.86 0.49
*
```

Its HOMO energy is -9.813 eV. As for the SMILES: O=c1[nH][nH][nH]1.

---

*ii*
Here is a 2-piece molecular cluster, CH3N3O overall from the Open Molecules 2025 dataset. Energies are from the ωB97M-V functional and the def2-TZVPD basis.

Structure (ORCA input):
```
! RIJCOSX wB97M-V def2-TZVPD def2/J DEFGRID3
* xyz 0 1
H 1.49 1.10 -1.20
N 1.39 0.31 -0.54
N 2.22 -0.56 -0.80
H 2.12 -1.35 -0.14
N -2.04 0.48 1.24
C -1.83 -0.16 0.26
O -1.84 -0.83 -0.68
H -1.50 1.01 1.88
*
```

Its HOMO energy is -9.589 eV. As for the SMILES: [H]/N=N/[H].N=C=O.

---

Most stable structure: *ii*

---

*i*
Here is an isolated ion of composition C4H8IN2 and charge +1 from the Open Molecules 2025 dataset. Energies are from the ωB97M-V functional and the def2-TZVPD basis.

Structure (ORCA input):
```
! RIJCOSX wB97M-V def2-TZVPD def2/J DEFGRID3
* xyz 1 1
C 1.00 -0.75 1.30
C 0.51 0.36 0.37
C -0.95 0.88 0.43
N -1.54 0.40 -0.89
C -0.57 -0.09 -1.63
N 0.65 -0.12 -1.05
I 2.32 -0.85 -2.00
H 0.10 -1.24 1.58
H 1.45 -0.35 2.20
H 1.58 -1.55 0.95
H 1.16 1.11 0.69
H -1.54 0.34 1.11
H -0.92 1.88 0.52
H -2.53 0.46 -0.88
H -0.71 -0.48 -2.71
*
```

Its HOMO energy is -13.587 eV. As for the SMILES: C[C@@H]1C[NH+]=CN1I.

---

*ii*
Here is a 2-piece molecular cluster, C4H8IN2 overall from the Open Molecules 2025 dataset. Energies are from the ωB97M-V functional and the def2-TZVPD basis.

Structure (ORCA input):
```
! RIJCOSX wB97M-V def2-TZVPD def2/J DEFGRID3
* xyz 1 1
C -0.05 -1.52 -0.50
C -0.22 2.17 0.11
C -1.30 -1.31 -0.90
C 0.62 -0.87 0.69
N -0.98 2.97 -0.19
N 1.66 0.25 0.36
I -2.70 -0.20 0.16
H 0.59 -2.27 -1.07
H -1.87 -1.93 -1.69
H 1.19 -1.60 1.22
H -0.34 -0.34 1.18
H -1.91 3.32 -0.41
H 2.25 0.35 1.24
H 0.82 1.12 0.15
H 2.23 -0.14 -0.36
*
```

Its HOMO energy is -12.974 eV.

---

Most stable structure: *i*

---

*i*
Here is C2H5NS2 as an isolated structure from the Open Molecules 2025 dataset. Energies are from the ωB97M-V functional and the def2-TZVPD basis.

Structure (ORCA input):
```
! RIJCOSX wB97M-V def2-TZVPD def2/J DEFGRID3
* xyz 0 1
C -0.05 -0.47 -1.36
C -0.79 0.32 -0.16
H -0.84 0.25 -2.43
H -0.15 -1.81 -1.09
H 1.19 -0.16 -1.11
H -0.61 0.69 1.74
H 1.98 -0.32 2.10
N 0.00 0.23 1.20
S -2.48 0.54 -0.15
S 1.75 0.72 1.26
*
```

Its HOMO energy is -8.932 eV.

---

*ii*
Here is a 2-piece molecular cluster, C2H5NS2 overall from the Open Molecules 2025 dataset. Energies are from the ωB97M-V functional and the def2-TZVPD basis.

Structure (ORCA input):
```
! RIJCOSX wB97M-V def2-TZVPD def2/J DEFGRID3
* xyz 0 1
C -2.40 -1.32 -0.26
N -2.40 -0.16 -0.03
S -2.68 1.22 0.52
H -2.56 -2.33 -0.60
C 1.61 0.73 -0.37
S 0.97 -0.42 0.94
H 1.40 0.28 -1.28
H 2.73 0.90 -0.33
H 1.12 1.83 -0.18
H 2.21 -0.72 1.60
*
```

Its HOMO energy is -8.522 eV. As for the SMILES: C#[N+][S-].CS.

---

Most stable structure: *ii*

---

*i*
Here is the molecule C2H5NS2 from the Open Molecules 2025 dataset. Energies are from the ωB97M-V functional and the def2-TZVPD basis.

Structure (ORCA input):
```
! RIJCOSX wB97M-V def2-TZVPD def2/J DEFGRID3
* xyz 0 1
C 1.90 -0.92 0.11
S 1.12 0.69 -0.11
C -0.61 0.32 0.04
N -1.20 1.52 0.14
S -1.31 -1.16 -0.04
H 2.90 -0.69 0.44
H 2.03 -1.36 -0.84
H 1.46 -1.52 0.91
H -0.63 2.33 0.12
H -2.12 1.80 -0.14
*
```

Its HOMO energy is -8.521 eV. As for the SMILES: CSC(N)=S.

---

*ii*
Here is C2H5NS2 as an isolated structure from the Open Molecules 2025 dataset. Energies are from the ωB97M-V functional and the def2-TZVPD basis.

Structure (ORCA input):
```
! RIJCOSX wB97M-V def2-TZVPD def2/J DEFGRID3
* xyz 0 1
C 0.81 0.19 0.26
C -0.73 0.27 0.60
H 2.28 -1.10 -0.48
H 0.52 -1.53 -0.80
H -0.88 -0.77 1.46
H -1.20 1.42 1.23
H -1.89 1.16 -1.90
N 1.16 -1.13 -0.04
S 1.72 1.64 0.79
S -1.79 -0.15 -1.13
*
```

Its HOMO energy is -8.622 eV.

---

Most stable structure: *i*

---

*i*
Here is the molecule C2H4N4S from the Open Molecules 2025 dataset. Energies are from the ωB97M-V functional and the def2-TZVPD basis.

Structure (ORCA input):
```
! RIJCOSX wB97M-V def2-TZVPD def2/J DEFGRID3
* xyz 0 1
C 2.68 0.01 0.10
C -0.16 -0.29 0.20
N 2.17 1.19 0.17
N 1.15 1.75 0.31
N -2.41 0.28 -0.07
N -1.40 -0.70 0.15
S 1.16 -1.29 0.19
H 3.58 -0.38 -0.18
H -1.81 1.05 -0.40
H -3.09 -0.04 -0.76
H -1.87 -1.58 0.29
*
```

Its HOMO energy is -7.825 eV.

---

*ii*
Here is the molecule C2H4N4S from the Open Molecules 2025 dataset. Energies are from the ωB97M-V functional and the def2-TZVPD basis.

Structure (ORCA input):
```
! RIJCOSX wB97M-V def2-TZVPD def2/J DEFGRID3
* xyz 0 1
C 0.15 0.42 1.76
C -0.24 -0.86 1.52
N 0.44 0.95 0.49
N -0.25 -1.13 0.20
N 0.06 -0.06 -0.35
N 0.00 0.40 -1.55
S -0.60 -0.59 -2.81
H 0.33 0.87 2.63
H -0.42 -1.65 2.12
H 0.38 1.77 -0.20
H 0.16 -0.13 -3.81
*
```

Its HOMO energy (spin up / spin down) is -7.305 / -7.306 eV.

---

Most stable structure: *ii*

---

*i*
Here is a 2-piece molecular cluster, C3H4N2O overall from the Open Molecules 2025 dataset. Energies are from the ωB97M-V functional and the def2-TZVPD basis.

Structure (ORCA input):
```
! RIJCOSX wB97M-V def2-TZVPD def2/J DEFGRID3
* xyz 0 3
C -3.14 -0.18 -0.13
C 0.52 -2.63 0.03
C -1.78 0.09 -0.32
N -4.20 -0.67 -0.24
N -1.05 0.85 0.42
O 0.96 -1.51 -0.02
H 0.94 -3.56 -0.42
H -0.59 -2.64 0.52
H -0.04 0.91 0.20
H -1.39 1.65 1.01
*
```

Its HOMO energy (spin up / spin down) is -7.125 / -10.455 eV. Its expectation value of S² is 2.029.

---

*ii*
Here is a 2-piece molecular cluster, C3H4N2O overall from the Open Molecules 2025 dataset. Energies are from the ωB97M-V functional and the def2-TZVPD basis.

Structure (ORCA input):
```
! RIJCOSX wB97M-V def2-TZVPD def2/J DEFGRID3
* xyz 0 3
C -1.80 -1.91 -1.46
C -0.69 0.21 -0.16
C 0.71 0.20 0.31
N -2.21 -2.88 -1.93
N 1.49 1.28 0.63
O -0.51 -0.08 1.08
H -1.58 0.72 -0.69
H 1.14 -0.80 0.20
H 1.11 2.13 0.89
H 2.34 1.15 1.13
*
```

Its HOMO energy (spin up / spin down) is -7.100 / -9.868 eV. Its expectation value of S² is 2.016.

---

Most stable structure: *i*